1.
DFT (ωB97M-V/def2-TZVPD) results for a 14-piece molecular cluster, C48H120F3N6O35P5 overall.

Lowest unoccupied orbital energy ... 0.20 eV
HOMO ... -8.6953 eV
F_max ... 4.71 eV/Å

```
217
Properties=species:S:1:pos:R:3:forces:R:3
C 0.9184 -2.4234 10.9763 -0.87 1.04 0.65
C 0.9193 -3.1269 9.6506 0.10 -0.40 0.35
C -0.1835 -2.7112 8.6449 0.11 -1.24 0.29
O -0.0500 -3.4981 7.4446 -0.66 0.58 0.05
C -1.0261 -3.1230 6.4453 1.04 0.25 0.12
N 2.1910 -2.9660 9.0089 0.53 0.52 -1.27
H 1.0124 -1.3403 10.8981 0.03 0.15 -0.40
H 1.7272 -2.6986 11.6532 0.06 -0.47 -0.26
H -0.0237 -2.5854 11.5000 -0.07 -0.17 0.15
H 0.8583 -4.1906 9.8805 -0.97 -0.33 -0.08
H -0.1501 -1.6542 8.3807 0.05 0.21 0.20
H -1.1399 -3.0091 9.0747 -0.28 0.49 0.22
H -0.8455 -2.1107 6.0836 0.50 0.20 -0.16
H -2.0593 -3.0357 6.7814 -0.10 -0.80 0.44
H -0.8790 -3.8266 5.6260 -0.41 0.13 0.07
H 2.8774 -3.6084 9.3782 0.09 0.00 0.19
H 1.9482 -3.3179 8.0938 0.84 -0.04 -0.69
C -4.4973 3.1321 -3.0327 -0.39 -0.17 0.95
C -3.0657 3.3379 -2.5198 -1.56 0.35 -0.90
C -2.7723 4.8164 -2.2693 0.69 -0.11 0.38
O -2.8612 5.6572 -3.4051 -0.31 0.31 -0.83
C -2.2361 6.9314 -3.2972 0.82 0.04 1.73
N -2.8243 2.5510 -1.2841 0.48 0.35 -0.80
H -5.1788 3.5795 -2.3092 -0.25 0.21 0.03
H -4.7040 2.0639 -2.9670 -0.09 -0.13 -0.42
H -4.7426 3.5216 -4.0207 0.34 0.00 0.01
H -2.4828 2.9949 -3.3746 0.88 -0.21 0.46
H -1.7566 4.7926 -1.8746 0.32 0.56 0.22
H -3.4554 5.1731 -1.4985 -0.08 0.15 0.31
H -1.2172 6.8171 -2.9274 0.64 -0.32 -0.69
H -2.5558 7.5807 -2.4821 -1.22 -0.23 0.42
H -2.2668 7.6176 -4.1436 -0.22 -1.00 -0.60
H -3.4077 2.8187 -0.5044 -0.12 0.57 -0.37
H -3.1471 1.6091 -1.4539 0.12 -0.34 -0.18
C 7.8579 2.3037 0.7930 -0.76 0.76 -0.06
C 7.8354 1.1995 -0.2694 0.57 1.31 -0.39
C 6.8977 1.5548 -1.4719 -0.73 -1.63 0.26
O 5.5119 1.3712 -1.1138 1.42 0.43 0.98
C 4.5410 1.8485 -2.0160 0.83 -0.32 0.56
N 9.1647 1.1835 -0.9201 -0.26 -0.51 0.05
H 6.9624 2.3749 1.4103 -0.46 -0.19 -0.46
H 7.9442 3.2313 0.2272 -0.02 0.24 0.15
H 8.6187 2.3626 1.5714 0.64 -0.79 -0.44
H 7.5849 0.2326 0.1671 -0.25 -0.04 -0.03
H 7.0894 0.8277 -2.2609 0.26 -0.56 -0.13
H 7.1544 2.4642 -2.0153 -0.23 0.75 0.81
H 4.7109 2.9118 -2.1849 -0.28 0.16 -0.25
H 3.6288 1.6567 -1.4509 -0.37 0.18 -0.71
H 4.6360 1.2732 -2.9370 -0.55 0.16 -0.28
H 9.9184 1.1395 -0.2491 -0.03 0.15 0.32
H 9.2161 0.3013 -1.4093 0.24 -0.09 -0.42
C 1.2824 -0.2968 -0.9698 -1.74 1.46 0.18
C -0.0799 0.5365 -0.8058 -0.08 -2.05 -0.09
C -0.5188 0.5635 0.6990 0.34 -0.15 0.53
O -0.6872 -0.7284 1.3663 0.68 -0.41 -1.84
C -0.7183 -0.7257 2.7659 -0.12 0.84 0.69
N 0.0261 1.8085 -1.4720 1.61 0.78 0.57
H 1.6022 -0.3174 -2.0116 -0.20 -0.13 -0.07
H 1.1572 -1.2942 -0.5482 0.15 0.09 -0.02
H 2.0169 0.2842 -0.4120 0.30 -0.24 0.23
H -0.8808 0.0916 -1.3963 -0.07 -0.83 0.29
H -1.4574 1.1120 0.7775 -0.15 0.10 -0.05
H 0.2435 1.1206 1.2436 0.17 0.20 0.19
H -0.9555 -1.6788 3.2387 -0.62 -0.40 -0.91
H -1.4556 0.0235 3.0542 -0.08 0.07 0.61
H 0.2172 -0.5047 3.2798 0.45 0.70 -0.48
H -0.7438 2.4507 -1.3497 -0.79 -0.44 0.19
H 0.8194 2.2948 -1.0790 0.46 0.29 -0.04
C -0.2469 -1.6098 -6.4786 -0.20 0.16 -1.31
C -1.1661 -0.8822 -5.5291 -0.91 0.83 0.64
C -2.6160 -1.3784 -5.4535 0.77 -0.16 -1.31
O -3.2733 -0.6969 -4.4298 -1.28 0.03 0.19
C -4.5661 -1.2391 -4.1362 0.56 0.08 0.63
N -0.6645 -1.0106 -4.1878 1.33 0.02 -0.17
H -0.6231 -1.5519 -7.5000 -0.19 0.16 -0.18
H -0.0888 -2.6779 -6.3299 -0.24 0.06 0.67
H 0.7414 -1.1530 -6.5290 -0.04 0.12 0.27
H -1.2486 0.1903 -5.7052 0.24 0.23 -0.74
H -2.5675 -2.4460 -5.2389 -0.24 -0.38 -0.05
H -3.0820 -1.1897 -6.4206 -0.46 -0.21 -0.18
H -4.9375 -0.6830 -3.2754 -0.09 0.14 -0.25
H -4.4953 -2.2748 -3.8040 0.29 -0.26 0.02
H -5.2971 -1.2432 -4.9447 0.21 0.46 -0.38
H -1.2949 -0.5196 -3.5701 -0.12 -0.43 0.28
H -0.7336 -2.0178 -4.1593 0.24 -0.25 1.73
C 1.7901 1.8954 -6.6580 -0.51 1.31 -1.37
C 1.4140 2.5775 -5.3401 0.88 -1.37 0.32
C 0.1532 3.4548 -5.2921 0.22 0.17 -2.13
O 0.2755 4.4919 -6.3100 0.54 -0.56 0.74
C -0.8069 5.3990 -6.3430 0.47 -0.52 -0.71
N 1.4117 1.4248 -4.3923 0.04 0.70 -0.01
H 0.9523 1.3804 -7.1281 -0.04 -0.60 0.34
H 2.6992 1.2969 -6.6009 -0.33 -0.33 0.47
H 2.0439 2.6142 -7.4371 -0.03 0.46 0.10
H 2.2958 3.1856 -5.1383 -0.13 0.35 0.50
H -0.0329 3.8678 -4.3007 0.08 0.09 0.14
H -0.7070 2.8837 -5.6414 -0.30 -0.47 0.50
H -0.7806 5.9963 -5.4316 -0.58 0.17 -0.14
H -1.7427 4.8897 -6.5731 -0.41 -0.25 0.86
H -0.7002 5.9777 -7.2605 0.51 0.51 0.29
H 0.8437 0.6698 -4.7496 -0.18 -0.19 -0.19
H 1.0038 1.6150 -3.4881 -0.14 0.38 0.32
C 2.5296 4.7452 -0.6375 0.41 -0.36 0.00
O 1.4535 5.7451 -0.6795 0.87 -0.69 -0.23
P 1.9677 7.2415 -0.4720 0.06 0.59 0.88
O 3.1043 7.6827 -1.3153 -1.10 -0.41 1.40
O 0.5908 8.0518 -0.6627 0.17 -0.71 -0.41
C 0.5615 9.4587 -0.8676 0.18 1.14 0.42
O 2.1942 7.2755 1.1627 0.71 0.90 -2.02
C 1.1302 6.9003 2.0304 0.24 -0.74 -0.27
H 3.4874 5.1380 -0.2964 -0.15 0.46 -0.03
H 2.7301 4.2630 -1.5942 -0.45 0.59 -0.38
H 2.3329 3.9039 0.0271 -0.77 0.37 0.35
H 1.5612 9.8692 -1.0104 0.01 -0.11 0.03
H 0.0859 9.9529 -0.0204 0.31 -0.26 0.48
H -0.0640 9.8304 -1.6792 0.06 -0.99 -0.56
H 1.3936 7.2170 3.0396 -0.12 0.18 -0.19
H 1.1136 5.8107 2.0041 -0.45 -0.08 0.25
H 0.1811 7.3046 1.6785 -0.01 0.05 0.24
C 1.1220 -4.0068 1.3456 0.75 0.44 -0.82
O 0.0028 -4.7624 0.9788 -2.73 -1.95 1.20
P -0.9890 -5.3038 2.1439 0.57 0.07 0.64
O -1.6191 -4.2463 2.9767 0.43 -1.01 -0.90
O -2.0266 -6.3007 1.4326 1.45 1.15 0.46
C -1.5076 -7.5030 0.8306 -0.59 -0.16 -0.70
O -0.0181 -6.3150 3.0031 -1.21 0.44 -0.56
C -0.2089 -6.3716 4.4304 0.49 1.03 0.69
H 1.1945 -3.8232 2.4175 0.07 0.03 -0.07
H 1.0226 -3.0891 0.7659 0.24 0.31 0.43
H 1.9661 -4.5618 0.9363 0.38 0.19 0.44
H -1.8528 -8.3449 1.4307 0.01 0.01 -0.18
H -0.4302 -7.5769 0.6823 0.04 0.48 0.42
H -1.9480 -7.4870 -0.1664 -0.05 -0.46 0.06
H -0.0294 -7.3472 4.8822 0.23 -0.15 -0.71
H -1.1680 -6.0257 4.8158 -0.31 -0.06 -0.66
H 0.5075 -5.6471 4.8176 0.15 -0.25 0.40
C -5.6265 -3.4623 -1.0290 0.37 -1.20 0.71
O -5.0209 -2.1869 -1.1526 -0.72 1.41 -0.53
P -5.3874 -0.9387 -0.2214 1.75 -0.97 1.37
O -4.5565 0.2751 -0.4546 -1.15 -1.08 -0.32
O -6.9650 -0.8063 -0.2240 0.97 -0.38 -0.75
C -7.6243 0.4102 0.0716 -0.60 1.13 1.62
O -5.0617 -1.6090 1.2079 -2.49 0.81 -0.23
C -3.7945 -2.0070 1.6222 1.63 0.45 0.24
H -6.0785 -3.8187 -1.9546 0.02 0.45 -0.07
H -6.3256 -3.5820 -0.2013 -0.28 0.62 -0.10
H -4.8271 -4.1491 -0.7511 0.19 -0.12 -0.28
H -8.3234 0.2124 0.8842 -0.17 -0.25 -0.16
H -8.1777 0.8939 -0.7333 0.35 -0.59 -0.45
H -6.9652 1.1559 0.5161 0.34 -0.05 -0.39
H -3.7130 -2.1434 2.7006 -0.73 -0.23 -0.01
H -3.1002 -1.1872 1.4380 0.36 -0.21 -0.41
H -3.4732 -2.9258 1.1316 0.01 0.06 -0.03
C -2.0584 -6.6600 -3.3412 -0.64 0.15 0.44
O -0.7806 -6.2160 -2.8014 -0.82 1.19 -0.26
P -0.4231 -4.6410 -2.6188 0.05 0.67 -0.71
O -0.2533 -3.7797 -3.8458 -0.14 -2.16 1.76
O 0.8829 -4.7613 -1.6857 -1.19 0.32 -0.86
C 2.0425 -5.5334 -2.0590 0.42 0.32 0.31
O -1.6121 -4.0829 -1.6897 0.85 -1.00 -0.40
C -1.6615 -2.7255 -1.2645 0.77 1.24 0.73
H -2.8131 -5.8946 -3.5221 0.70 0.78 -0.47
H -2.6280 -7.2007 -2.5853 0.71 -0.61 0.27
H -1.9377 -7.2702 -4.2363 0.33 0.15 0.18
H 2.1917 -6.2672 -1.2669 -0.17 -0.31 -0.32
H 2.9159 -4.8828 -2.0130 -0.19 0.08 -0.12
H 1.9814 -5.9641 -3.0584 -0.22 -0.14 0.17
H -2.4497 -2.1377 -1.7350 -0.17 -0.45 -0.13
H -0.7344 -2.1682 -1.3990 0.26 -0.32 -0.73
H -1.7244 -2.6545 -0.1787 -0.55 -0.51 0.02
C 2.3745 -0.1505 6.1736 0.55 0.71 1.08
O 1.6756 0.9539 6.8540 -1.93 -0.20 -0.97
P 0.3338 1.6259 6.2005 1.14 -1.04 -1.59
O 0.4519 1.8038 4.6967 -0.67 -0.01 3.27
O 0.2120 2.9442 7.0797 0.35 0.21 -0.90
C 0.0447 2.9538 8.4942 -0.29 -1.27 0.62
O -0.9268 0.6545 6.6487 3.35 0.49 0.55
C -2.2402 1.0972 6.5899 -1.03 0.20 -1.98
H 2.4924 -0.9598 6.8942 -0.61 -0.16 -0.07
H 3.3923 0.2268 6.0744 -0.10 0.02 -0.64
H 1.9267 -0.4598 5.2292 -0.02 0.22 0.16
H 0.6303 3.6757 9.0634 -0.10 0.66 -0.90
H 0.4149 2.0206 8.9186 -0.31 -0.32 -0.09
H -1.0277 3.0486 8.6648 0.16 0.16 0.40
H -2.7558 0.3162 6.0310 -0.60 -0.28 0.73
H -2.3115 1.8925 5.8478 -0.13 0.69 0.38
H -2.6876 1.3652 7.5470 0.15 -0.17 -0.05
C -3.8196 1.8842 2.2744 -1.32 0.15 -0.32
C -4.7723 3.0572 2.0246 2.93 0.73 1.95
O -6.0093 2.5971 2.3853 -1.45 0.71 -1.14
C -5.8937 1.4848 3.0979 -1.40 -1.53 2.67
O -6.8095 0.9124 3.6542 1.60 0.95 -1.44
O -4.5994 1.2056 3.2792 1.02 -1.05 0.06
F -4.6753 3.4681 0.7829 -0.87 0.39 -2.51
H -2.7985 2.1250 2.5701 -0.35 0.02 0.42
H -3.8270 1.3011 1.3535 0.22 -0.30 0.00
H -4.4741 3.9403 2.5897 -0.45 0.04 0.64
C 2.5257 -2.5871 -4.3416 -0.42 0.61 2.88
C 3.4987 -1.4362 -4.5169 -0.90 -1.67 0.35
O 4.2453 -1.9466 -5.6034 1.96 1.15 -0.16
C 3.4743 -2.7165 -6.3313 -1.70 -1.34 -4.18
O 3.6037 -3.0428 -7.5216 0.13 0.91 4.00
O 2.3505 -3.0003 -5.6136 -0.46 -1.28 -2.91
F 4.2750 -1.3718 -3.4172 0.67 0.73 0.23
H 1.6118 -2.3648 -3.7907 -0.29 0.53 -0.78
H 2.9100 -3.4199 -3.7526 0.91 0.10 0.17
H 3.0339 -0.4936 -4.8060 0.27 0.35 0.45
C 4.2384 -2.2786 -0.3735 0.54 1.77 0.26
C 5.6918 -1.8187 -0.3050 -0.21 1.68 -0.39
O 6.3775 -2.7516 -1.0548 1.25 0.28 0.04
C 5.6301 -3.8203 -1.2863 0.53 -1.89 -1.38
O 6.0185 -4.7815 -1.9237 -1.43 1.72 1.60
O 4.4104 -3.5997 -0.7408 -0.74 -2.51 -0.45
F 6.1361 -1.8114 0.9890 0.14 -0.38 0.29
H 3.6378 -1.7500 -1.1137 0.24 0.04 -0.15
H 3.7683 -2.1031 0.5941 0.00 -0.64 0.10
H 5.9357 -0.8414 -0.7214 -0.43 -0.01 0.10
```
Forces are in eV/Å.


2.
DFT (ωB97M-V/def2-TZVPD) results for C14H38CrN3O9S4 as an isolated structure.

Energy relative to the best compared isomer or geometry (same formula, charge and spin) ... 40.0 kcal per mole
Lowest unoccupied orbital energy (alpha / beta) ... -2.20 / -6.84 eV
Multiplicity ... 9
Total charge ... +1
HOMO (alpha / beta) ... -7.8154 / -11.0406 eV
F_max ... 5.53 eV/Å

```
69
Properties=species:S:1:pos:R:3:forces:R:3
Cr 0.1787 -0.7956 -2.6562 -0.45 0.00 -0.71
N -0.0934 0.0968 0.5778 -0.11 -0.09 -0.83
O 0.3127 -0.5147 -0.4564 0.83 -0.63 -0.37
O 0.0405 -0.4293 1.7038 0.03 -2.83 1.16
O -0.5841 1.2546 0.4764 0.98 2.31 -1.52
C -0.7788 -5.1770 -2.5531 0.41 -0.09 -0.44
C -1.0289 -3.9145 -1.7748 -0.54 3.84 -0.41
O -0.7288 -2.7372 -2.2834 -1.55 -4.83 2.21
N -1.7042 -4.0539 -0.5576 1.07 1.20 -2.34
C -2.0427 -2.9275 0.3086 0.55 -0.17 -0.46
H -0.9528 -6.0780 -1.9711 -0.06 -0.02 0.10
H 0.2510 -5.2019 -2.9326 -0.14 0.15 0.28
H -1.3909 -5.2359 -3.4683 -0.04 0.31 0.50
H -1.8478 -4.9694 -0.1844 0.00 -0.38 -0.11
H -3.0562 -2.9942 0.7062 0.30 -0.89 0.19
H -2.0798 -1.9651 -0.2039 0.75 -0.78 -0.58
H -1.2586 -2.8792 1.0637 -0.41 0.34 0.44
C -4.5664 1.1239 3.0638 0.17 -0.11 -0.78
C -3.1535 1.3387 2.5347 0.31 -0.34 0.84
O -2.4035 2.1108 3.1486 0.03 0.15 -0.10
N -2.6848 0.6246 1.5003 -2.49 -0.54 0.46
C -3.4383 -0.3208 0.6985 0.08 -0.02 -0.15
H -5.1112 2.0597 2.9554 -0.05 0.02 0.15
H -4.5299 0.8383 4.1112 0.15 0.16 0.06
H -5.0964 0.3456 2.5208 -0.11 0.05 0.08
H -1.7271 0.7869 1.2150 -0.80 0.58 0.27
H -3.1409 -0.2691 -0.3517 0.22 0.34 -0.03
H -4.5080 -0.1409 0.6776 -0.05 0.06 0.29
H -3.2205 -1.3524 0.9807 -0.66 0.86 0.51
C 2.8086 -3.6346 -0.3339 0.08 -0.38 -0.36
S 2.7248 -3.2473 -2.1090 -0.04 1.10 0.45
O 1.8441 -2.0204 -2.2086 1.11 -0.84 0.04
C 4.4046 -2.5916 -2.2587 -0.04 -0.07 -0.09
H 3.5105 -4.4592 -0.1942 0.12 0.10 -0.07
H 1.8338 -3.9967 -0.0120 -0.11 0.23 -0.08
H 3.1222 -2.7601 0.2307 -0.10 0.09 -0.06
H 5.1122 -3.4156 -2.1731 0.03 0.03 0.04
H 4.5860 -1.8204 -1.5111 -0.12 -0.13 0.17
H 4.5095 -2.1141 -3.2315 -0.17 -0.20 -0.11
C -1.4278 3.4951 -2.1678 0.17 0.21 0.17
S -0.2936 2.6460 -3.2911 0.29 0.00 -0.42
O -0.0365 1.2800 -2.6896 -0.47 0.62 -0.48
C -1.4250 2.5151 -4.7278 -0.26 -0.13 0.82
H -1.8600 2.7859 -1.4630 -0.09 -0.19 -0.24
H -2.1771 4.0466 -2.7323 -0.08 -0.14 -0.01
H -0.8509 4.2178 -1.5916 0.11 -0.07 -0.04
H -1.0382 1.8187 -5.4653 0.10 -0.16 0.18
H -1.5595 3.4889 -5.1980 0.29 0.14 0.21
H -2.3845 2.2112 -4.3091 -0.04 -0.31 -0.31
C 2.4105 2.7158 -0.9988 -0.07 -0.03 -0.36
S 3.4176 1.1911 -0.9313 0.99 1.63 0.76
O 4.7466 1.6249 -1.4988 -0.92 -0.68 0.29
C 3.6288 1.2593 0.9042 -0.35 0.08 -0.56
H 2.4448 2.9345 -2.0666 -0.35 0.10 0.02
H 2.8390 3.5753 -0.4810 0.51 -0.33 0.12
H 1.3907 2.5876 -0.6311 -0.01 -0.38 -0.23
H 4.2087 2.1420 1.1705 0.27 -0.06 -0.29
H 4.1250 0.3442 1.2157 -0.09 0.03 0.20
H 2.6356 1.3936 1.3376 0.02 -0.45 -0.02
C 0.5787 3.3304 4.9860 -0.33 2.14 -0.56
S 1.7327 2.4548 3.9450 -1.36 -1.57 1.54
O 2.3594 1.4016 4.8516 0.32 0.75 -0.46
C 0.5729 1.4484 2.9779 0.23 0.58 0.24
H 1.0504 4.1548 5.5247 0.41 -0.61 0.47
H -0.1075 2.7246 5.5699 0.46 -0.47 0.03
H -0.0529 3.9327 4.3165 -0.03 -0.52 -0.38
H -0.2594 1.1426 3.6130 0.06 0.49 0.31
H 1.0267 0.5200 2.6271 0.85 0.67 0.22
H 0.1929 2.0531 2.1553 0.21 0.06 0.14
```
Forces are in eV/Å.